Record 1
Computed, not measured: C43H39As2N6SSn as an isolated structure, with ωB97M-V with the def2-TZVPD basis set.

CARTESIAN COORDINATES (ANGSTROEM)
Sn -0.7747 1.1973 0.7716
N -4.1989 -1.8959 0.9860
C -3.2736 -0.9978 0.6527
S -1.9822 -0.7661 1.8264
N -3.3509 -0.4153 -0.5131
N -2.4354 0.5379 -0.7616
C -2.4777 1.1885 -1.8550
C -1.5643 2.3295 -2.0387
C -1.6294 3.1114 -3.1766
C -0.7768 4.2027 -3.2991
C 0.1218 4.4813 -2.2832
C 0.1248 3.6632 -1.1672
N -0.6996 2.6196 -1.0433
H -4.2162 -2.2870 1.9125
H -5.0008 -2.0385 0.3906
H -3.2095 0.9508 -2.6219
H -2.3500 2.8780 -3.9512
H -0.8216 4.8320 -4.1799
H 0.8069 5.3157 -2.3497
H 0.8132 3.8312 -0.3448
C 1.8369 2.4005 4.3663
C 1.2774 3.6006 4.7824
C 0.0797 4.0280 4.2291
C -0.5120 3.2669 3.2341
N 0.0335 2.1096 2.8448
C 1.1647 1.6710 3.4065
C -1.7720 3.6415 2.5396
C -2.5142 4.7584 2.8849
C -3.7064 5.0243 2.2291
C -4.1518 4.1408 1.2581
C -3.3599 3.0540 0.9514
N -2.1869 2.8224 1.5574
H 2.7682 2.0400 4.7799
H 1.7716 4.2014 5.5352
H -0.3634 4.9511 4.5721
H 1.5150 0.6982 3.0803
H -2.1728 5.4180 3.6690
H -4.2805 5.9079 2.4753
H -5.0936 4.2836 0.7468
H -3.6683 2.3394 0.1996
C 1.2970 -3.2487 -1.4236
C 2.4550 -2.3527 -1.0656
As 1.8340 -0.5089 -0.7034
C 3.4717 0.3963 -0.2163
C 4.6355 0.0905 -0.9235
C 5.8041 0.7875 -0.6501
C 5.8165 1.7819 0.3219
C 4.6624 2.0692 1.0369
C 3.4903 1.3769 0.7674
C 1.4372 0.1599 -2.4716
C 0.3732 -0.3995 -3.1824
C 0.1518 -0.0387 -4.5028
C 0.9590 0.9217 -5.1024
C 1.9737 1.5309 -4.3743
C 2.2175 1.1527 -3.0601
As -0.2047 -2.8992 -0.2097
C 0.3215 -3.5349 1.5210
C -0.4494 -4.5038 2.1634
C -0.0811 -4.9466 3.4246
C 1.0238 -4.3979 4.0635
C 1.7717 -3.4040 3.4395
C 1.4093 -2.9574 2.1796
C -1.5468 -4.1231 -0.8885
C -2.7513 -3.7278 -1.4509
C -3.5698 -4.6786 -2.0474
C -3.1821 -6.0097 -2.0871
C -1.9803 -6.4043 -1.5099
C -1.1549 -5.4663 -0.9066
H 1.5402 -4.3065 -1.3280
H 0.9459 -3.0757 -2.4383
H 3.1961 -2.3023 -1.8606
H 2.9483 -2.7073 -0.1636
H 4.6408 -0.6638 -1.6989
H 6.7058 0.5526 -1.2030
H 6.7286 2.3330 0.5127
H 4.6778 2.8336 1.8045
H 2.5884 1.6048 1.3199
H -0.2860 -1.1158 -2.7037
H -0.6513 -0.5010 -5.0651
H 0.7913 1.1991 -6.1354
H 2.5785 2.3039 -4.8337
H 3.0278 1.6168 -2.5118
H -1.3226 -4.9233 1.6821
H -0.6624 -5.7159 3.9161
H 1.2929 -4.7253 5.0600
H 2.6257 -2.9695 3.9438
H 1.9688 -2.1532 1.7208
H -3.0604 -2.6899 -1.4331
H -4.5134 -4.3740 -2.4813
H -3.8096 -6.7462 -2.5725
H -1.6785 -7.4444 -1.5172
H -0.2281 -5.7910 -0.4516

The energy above the lowest of the compared OMol25 structures with the same formula, charge and spin is 0.6 kcal/mol. The value obtained for the LUMO energy (spin up / spin down) is -10.01 / -9.79 eV. The highest occupied orbital energy (spin up / spin down) comes out at -15.225 / -15.517 eV. The net charge is +3. Its frontier orbital gap (spin up / spin down) is 5.22 / 5.73 eV.

Record 2
Computed, not measured: a 2-piece molecular cluster, C3H3FIO2 overall at a distorted geometry, with ωB97M-V with the def2-TZVPD basis set.

CARTESIAN COORDINATES (ANGSTROEM)
C -1.4857 -1.5512 -0.5053
C 1.0776 0.2924 -0.1177
C 0.0935 0.7036 0.8891
O -2.5337 -1.0642 -0.4785
O -0.5566 -2.2076 -0.4787
F 0.6814 1.5183 1.9664
I -1.3500 2.1121 -0.2550
H 1.6449 -0.4856 0.4452
H 0.5984 -0.2802 -1.0220
H 1.8302 0.9626 -0.4436

The energy above the lowest of the compared OMol25 structures with the same formula, charge and spin is 36.8 kcal/mol. The value obtained for the LUMO energy is 3.44 eV. The highest occupied orbital energy comes out at -2.494 eV. The net charge is -1. Its frontier orbital gap is 5.94 eV.

Record 3
Computed, not measured: a single C18H13FN2O4 molecule at a distorted geometry, with ωB97M-V with the def2-TZVPD basis set.

CARTESIAN COORDINATES (ANGSTROEM)
O 2.0590 -2.2070 3.2609
O 0.6267 -0.3234 -0.6771
O -1.7308 -3.4052 1.6252
F -4.4662 2.7743 2.2407
O 3.5944 3.5676 -1.0628
C 1.2620 -1.9985 2.3927
C 0.4228 -0.9681 0.3497
C -0.7693 -2.6921 1.4584
C 4.3575 4.4559 -1.7803
C 5.6733 4.2416 -1.5304
C 5.7316 3.1211 -0.6428
C 4.4459 2.7120 -0.3826
C 1.4314 -0.9456 1.4196
C 2.4974 -0.0312 1.5352
C 4.0490 1.6208 0.5030
C 2.7748 1.0522 0.5787
C -2.8417 2.0517 0.5928
C -4.2866 0.4859 1.7740
C -2.2601 0.9930 -0.1298
C -3.6515 -0.5842 1.1418
C -3.8753 1.8004 1.5136
C -2.6398 -0.3217 0.1845
N 0.2470 -2.8912 2.3307
N -0.7005 -1.7690 0.4334
C -1.9192 -1.4976 -0.3923
H 3.9498 5.2614 -2.4414
H 6.5111 4.7958 -1.9573
H 6.6512 2.6813 -0.2417
H 3.1957 -0.2398 2.3801
H 4.8498 1.1811 1.1133
H 1.9996 1.4343 -0.0692
H -2.5567 3.0836 0.3893
H -5.1137 0.2959 2.4816
H -1.4268 1.1783 -0.8376
H -3.8921 -1.6213 1.3131
H 0.0577 -3.4906 3.0997
H -1.6180 -1.3239 -1.4399
H -2.5306 -2.3689 -0.4182

The energy above the lowest of the compared OMol25 structures with the same formula, charge and spin is 15.7 kcal/mol. The value obtained for the LUMO energy is -1.38 eV. The highest occupied orbital energy comes out at -8.452 eV. Its SMILES is O=C1NC(=O)N(Cc2ccc(F)cc2)C(=O)/C1=C\C=C\c1ccco1. Its frontier orbital gap is 7.08 eV.

Record 4
Computed, not measured: a 3-piece molecular cluster, C28H45BBrClN2O4 overall at a distorted geometry, with ωB97M-V with the def2-TZVPD basis set.

CARTESIAN COORDINATES (ANGSTROEM)
C -3.0247 -7.3961 1.8747
C -2.7978 -6.8383 0.6119
C -3.2725 -5.4567 0.3690
C -4.3202 -4.9033 1.1264
C -4.7391 -3.6143 0.9386
Cl -6.0090 -2.8988 1.9083
C -4.1316 -2.7939 -0.0348
B -4.6102 -1.2669 -0.2313
O -3.6699 -0.2622 0.0269
C -6.0784 -0.9745 -0.7370
C -6.8224 0.1003 0.1272
C -3.1064 -3.3312 -0.7772
C -2.6569 -4.6562 -0.5958
C -1.4915 -5.1609 -1.4340
O -1.4037 -6.2844 -1.8698
C -0.4377 -4.0924 -1.7229
Br 1.3791 -4.6457 -1.8000
C -0.8633 -2.8454 -1.8867
O -0.0143 -1.7839 -2.1115
C 0.0900 -1.1652 -0.7790
C 1.4875 -1.3081 -0.1720
C -2.3594 -2.5322 -1.8220
O -2.8789 -1.7357 -2.5709
H -4.0335 -7.7630 2.0992
H -2.2190 -7.4594 2.6134
H -2.2622 -7.3820 -0.1700
H -4.8277 -5.4656 1.9102
H -3.1101 -0.1913 -0.7605
H -6.6412 -1.9171 -0.6561
H -6.0591 -0.6862 -1.8012
H -6.5329 0.0416 1.1843
H -6.6347 1.0905 -0.3003
H -7.8962 -0.1302 0.0747
H -0.6057 -1.6465 -0.0711
H -0.1927 -0.1030 -0.8258
H 2.1968 -0.6074 -0.6391
H 1.4847 -1.0416 0.8989
H 1.8791 -2.3296 -0.2146
C 5.6102 -0.8461 1.5716
C 4.8760 0.4186 1.9931
N 4.5455 0.4618 3.4055
C 3.6168 1.5284 3.7457
C 4.0835 2.9756 3.5557
C 5.6572 0.2831 4.3244
C 6.8308 1.2665 4.2311
H 5.0457 -1.7397 1.8436
H 5.7436 -0.8502 0.4883
H 6.6034 -0.9124 2.0186
H 3.9460 0.4567 1.4179
H 5.4704 1.2913 1.6828
H 3.2892 1.3964 4.7808
H 2.7123 1.3845 3.1447
H 4.7807 3.2834 4.3339
H 3.2245 3.6481 3.6159
H 4.5524 3.1367 2.5842
H 6.0533 -0.7268 4.1866
H 5.2758 0.2841 5.3488
H 7.1305 1.4620 3.2005
H 7.6985 0.8500 4.7478
H 6.6033 2.2167 4.7120
C -0.1625 1.7585 -3.7089
C -0.0770 2.7667 -2.5759
N 0.5203 4.0331 -2.9560
C 0.8465 4.8791 -1.8189
C -0.3080 5.3990 -0.9552
C -0.0933 4.7114 -4.0852
C -1.5824 5.0665 -3.9866
H 0.8179 1.5797 -4.1533
H -0.5357 0.8059 -3.3266
H -0.8474 2.0828 -4.4941
H 0.5404 2.3150 -1.7925
H -1.0819 2.9008 -2.1455
H 1.4368 5.7310 -2.1685
H 1.5252 4.3150 -1.1700
H -0.8524 6.2044 -1.4464
H 0.0878 5.8070 -0.0221
H -1.0150 4.6121 -0.6895
H 0.0453 4.0878 -4.9727
H 0.4730 5.6203 -4.3049
H -2.1799 4.2502 -3.5779
H -1.9724 5.2863 -4.9831
H -1.7486 5.9552 -3.3796

The energy above the lowest of the compared OMol25 structures with the same formula, charge and spin is 14.1 kcal/mol. The value obtained for the LUMO energy is -1.27 eV. The highest occupied orbital energy comes out at -7.879 eV. Its SMILES is C=Cc1cc(Cl)c(B(O)CC)c2c1C(=O)C(Br)=C(OCC)C2=O.CCN(CC)CC.CCN(CC)CC. Its frontier orbital gap is 6.61 eV.

Record 5
Computed, not measured: C33H26BrN3OSV as an isolated structure at a distorted geometry, with ωB97M-V with the def2-TZVPD basis set.

CARTESIAN COORDINATES (ANGSTROEM)
V -0.4254 -0.0910 -0.2521
Br -1.1749 -1.3121 6.9039
C -0.7606 -1.2424 5.0685
C -0.2390 -2.3761 4.4335
C 0.0687 -2.3529 3.0903
C -0.1566 -1.2011 2.3465
O 0.1280 -1.1635 1.0447
C -0.6781 -0.0578 2.9794
C -0.9336 1.1788 2.2852
N -0.7434 1.4039 1.0220
C -1.0376 2.6749 0.4199
C -1.0992 3.8697 1.0587
C -1.4506 5.0411 0.3428
C -1.7091 4.9912 -0.9927
C -1.6082 3.7606 -1.6915
C -1.8102 3.6323 -3.0837
C -1.6912 2.4109 -3.6706
C -1.3759 1.2979 -2.8740
N -1.1731 1.3720 -1.5774
C -1.2739 2.6061 -0.9799
C -0.9726 -0.0960 4.3575
H -0.0809 -3.2800 5.0078
H 0.4833 -3.2197 2.5931
H -1.3493 1.9811 2.8927
H -0.8613 3.9444 2.1128
H -1.5094 5.9826 0.8721
H -1.9795 5.8871 -1.5375
H -2.0545 4.5102 -3.6704
H -1.8283 2.2760 -4.7341
H -1.2816 0.3175 -3.3228
H -1.3707 0.7845 4.8478
C 3.3585 0.5185 -2.3959
C 3.2973 -0.5420 -3.2951
C 2.1972 -1.3822 -3.2922
C 1.1593 -1.1585 -2.3878
C 1.2103 -0.1045 -1.4506
C 2.3323 0.7287 -1.4817
C -0.0899 -1.9546 -2.4044
C -0.3614 -2.9954 -3.3266
C -1.5687 -3.6120 -3.3103
C -2.5570 -3.2464 -2.3614
C -3.8205 -3.8740 -2.2791
C -4.7232 -3.4879 -1.3314
C -4.3933 -2.4554 -0.4242
C -3.1803 -1.8305 -0.4928
C -2.2420 -2.2180 -1.4709
N -1.0224 -1.5753 -1.5332
H 4.2166 1.1802 -2.4074
H 4.1015 -0.7068 -4.0001
H 2.1619 -2.2053 -3.9965
H 2.4187 1.5512 -0.7795
H 0.3950 -3.2855 -4.0399
H -1.7919 -4.3947 -4.0270
H -4.0561 -4.6695 -2.9762
H -5.6879 -3.9730 -1.2659
H -5.1068 -2.1618 0.3345
H -2.9368 -1.0451 0.2165
C 2.7488 1.2369 3.7646
S 2.5106 0.8083 2.0353
C 3.4095 -0.7448 1.9649
H 2.4151 0.4226 4.4105
H 2.1441 2.1203 3.9716
H 3.7905 1.4715 3.9802
H 4.4821 -0.5897 2.0730
H 3.2078 -1.1862 0.9890
H 3.0552 -1.4241 2.7422

The multiplicity is 3. The energy above the lowest of the compared OMol25 structures with the same formula, charge and spin is 17.8 kcal/mol. The value obtained for the LUMO energy (spin up / spin down) is -3.55 / -3.54 eV. The highest occupied orbital energy (spin up / spin down) comes out at -10.510 / -10.522 eV. The expectation value of S² is 2.0190. The net charge is +1. Its frontier orbital gap (spin up / spin down) is 6.96 / 6.98 eV.

Record 6
Computed, not measured: a single C4H4N4 molecule at a distorted geometry, with ωB97M-V with the def2-TZVPD basis set.

CARTESIAN COORDINATES (ANGSTROEM)
C -1.1119 0.0064 -0.0273
C -0.4794 -1.2615 -0.5176
C 1.5414 0.4565 0.4964
C 0.7304 1.3054 -0.3673
H -2.4750 -0.7548 1.1324
H -1.0979 -1.8699 -1.1853
H 2.2879 0.9561 1.1173
H 1.0890 2.2665 -0.7843
N -2.1617 0.1061 0.6871
N 0.7646 -1.5055 -0.4590
N 1.4396 -0.8274 0.5557
N -0.5270 1.1221 -0.6479

The energy above the lowest of the compared OMol25 structures with the same formula, charge and spin is 65.3 kcal/mol. The value obtained for the LUMO energy is -0.63 eV. The highest occupied orbital energy comes out at -10.009 eV. Its SMILES is [H]/N=c1\cnnccn1. Its frontier orbital gap is 9.38 eV.

Record 7
Computed, not measured: an isolated ion of composition C2H5O3S and charge -1 at a distorted geometry, with ωB97M-V with the def2-TZVPD basis set.

CARTESIAN COORDINATES (ANGSTROEM)
C 0.7110 1.0392 -0.8384
C 0.4110 -0.2511 -0.0860
O -1.9569 -1.7512 -0.2711
O -1.5616 -0.5102 1.8129
O 0.9487 -0.5211 1.1308
S -1.6542 -0.4384 0.2846
H 0.3819 1.9757 -0.3127
H 1.8210 1.2428 -0.8389
H 0.2197 0.9869 -1.8540
H 0.4995 -1.0885 -0.7807
H 0.1799 -0.6841 1.7536

The energy above the lowest of the compared OMol25 structures with the same formula, charge and spin is 7.3 kcal/mol. The value obtained for the LUMO energy is 4.11 eV. The highest occupied orbital energy comes out at -3.080 eV. The net charge is -1. Its frontier orbital gap is 7.19 eV.

Record 8
Computed, not measured: C16H23N3O3ReSSbSe4 as an isolated structure at a distorted geometry, with ωB97M-V with the def2-TZVPD basis set.

CARTESIAN COORDINATES (ANGSTROEM)
Re 0.1137 1.1231 1.4073
Se -0.6240 -2.0711 14.9876
Sb 0.2965 -0.0358 15.3286
Se 1.1708 -0.6732 0.4174
Se 0.3284 0.8633 3.5639
Se 1.3570 1.9112 15.7635
O 1.4459 2.6837 0.7094
C 0.4484 3.4494 0.5322
O -0.6873 2.9529 0.8209
C 0.5579 4.8540 0.0043
N 2.0080 5.1875 -0.2947
C 2.3790 6.4279 0.5230
C 1.4124 6.3647 1.6894
C 0.1064 5.9123 1.0355
H -0.0242 4.9050 -0.9161
H 2.1598 5.3479 -1.2918
H 2.6024 4.3970 -0.0270
H 2.1992 7.2910 -0.1147
H 3.4349 6.3734 0.7739
H 1.3165 7.3331 2.1751
H 1.7573 5.6486 2.4390
H -0.3690 6.7368 0.5063
H -0.6216 5.5029 1.7320
C -2.8775 -4.1174 -3.7916
C -2.7381 -2.7916 -3.0495
C -2.7644 -3.0425 -1.5489
N -2.5713 -1.7738 -0.7903
C -1.6368 -1.3059 -0.0358
S -1.8955 0.2200 0.7783
N -0.3930 -1.9967 0.2207
C 0.1124 -3.6155 -0.2927
O -0.1312 -4.3691 0.5620
C 0.7384 -3.6260 -1.5730
C 0.7259 -2.5316 -2.4461
C 1.3308 -2.6507 -3.6783
C 1.9490 -3.8509 -4.0346
C 1.9595 -4.9395 -3.1677
C 1.3527 -4.8395 -1.9327
H -2.8785 -3.9471 -4.8659
H -3.8100 -4.6210 -3.5362
H -2.0500 -4.7901 -3.5575
H -3.5550 -2.1181 -3.3190
H -1.8026 -2.2956 -3.3250
H -2.0296 -3.7689 -1.2350
H -3.7423 -3.4104 -1.2329
H -3.3770 -1.1527 -0.8702
H -0.4647 -2.2630 1.2111
H 0.2379 -1.5966 -2.1817
H 1.3272 -1.8185 -4.3679
H 2.4269 -3.9353 -5.0019
H 2.4403 -5.8633 -3.4582
H 1.3480 -5.6743 -1.2446

The energy above the lowest of the compared OMol25 structures with the same formula, charge and spin is 95.5 kcal/mol. The value obtained for the LUMO energy is -11.49 eV. The highest occupied orbital energy comes out at -17.533 eV. The net charge is +4. Its frontier orbital gap is 6.05 eV.